No. 1
{"formula": "B2CsF4H4", "method": "wB97M-V/def2-TZVPD", "symbols": ["Cs", "B", "H", "H", "H", "H", "B", "F", "F", "F", "F"], "xyz": [[9.10932, -18.22313, -11.86321], [9.96371, -21.71676, -16.09730], [9.98551, -22.41835, -15.27783], [10.19305, -22.30089, -16.97506], [8.99950, -21.23596, -16.15547], [10.72629, -20.96605, -15.95897], [6.07602, -12.80718, -10.45686], [5.51971, -13.98710, -9.92267], [5.03600, -11.88838, -10.76185], [7.02185, -12.26650, -9.57365], [6.65898, -13.07831, -11.67990]], "forces_ev_per_angstrom": [[-0.093, -0.012, -0.301], [-0.049, 0.057, 0.106], [0.025, -2.780, 3.632], [0.784, -2.142, -3.716], [-4.048, 1.911, -0.331], [3.249, 3.173, 0.628], [-0.867, 0.525, -0.211], [0.077, -0.170, 0.229], [0.003, 0.082, 0.681], [-0.067, 0.006, 0.136], [0.986, -0.652, -0.852]], "nbo_charge": [0.9966, -0.8453, -0.0401, -0.0181, -0.0457, -0.0476, 1.3400, -0.5884, -0.5872, -0.5791, -0.5850], "charge": -1, "energy_ha": -471.87520, "gap_ev": 5.697, "relative_energy_kj_mol": 318.8}

No. 2
{"formula": "B2F8K", "method": "wB97M-V/def2-TZVPD", "symbols": ["K", "B", "F", "F", "F", "F", "B", "F", "F", "F", "F"], "xyz": [[1.24098, 0.72159, 2.17784], [-0.37459, 2.24940, -0.51681], [-1.14948, 3.37886, -0.74150], [-0.52488, 1.52632, -1.68766], [0.97425, 2.45858, -0.19475], [-1.01529, 1.57679, 0.49859], [0.20961, -2.38229, 0.09653], [0.46776, -1.06602, 0.02782], [0.16652, -2.87634, -1.13987], [1.08287, -3.10699, 0.87748], [-1.07775, -2.47990, 0.60233]], "forces_ev_per_angstrom": [[-0.370, 0.024, -0.721], [-0.439, 0.452, -0.010], [0.455, 0.870, -0.158], [0.363, -0.704, -0.890], [-0.243, 0.002, 0.160], [0.165, -1.003, 1.416], [0.497, -1.412, 1.305], [0.951, 2.724, 0.440], [-0.273, -1.069, -2.541], [0.342, 0.320, 0.446], [-1.447, -0.203, 0.552]], "nbo_charge": [0.9941, 1.3127, -0.4346, -0.3602, -0.5675, -0.5295, 1.2820, -0.4665, -0.3653, -0.5372, -0.3281], "multiplicity": 2, "energy_ha": -1448.87013, "s_squared": 0.75, "gap_ev": [12.214, 3.069], "relative_energy_kj_mol": 0.0}

No. 3
{"formula": "B2H54NiO23", "method": "wB97M-V/def2-TZVPD", "symbols": ["Ni", "B", "H", "H", "H", "H", "B", "H", "H", "H", "H", "O", "H", "H", "O", "H", "H", "O", "H", "H", "O", "H", "H", "O", "H", "H", "O", "H", "H", "O", "H", "H", "O", "H", "H", "O", "H", "H", "O", "H", "H", "O", "H", "H", "O", "H", "H", "O", "H", "H", "O", "H", "H", "O", "H", "H", "O", "H", "H", "O", "H", "H", "O", "H", "H", "O", "H", "H", "O", "H", "H", "O", "H", "H", "O", "H", "H", "O", "H", "H"], "xyz": [[0.01257, -0.18061, -0.14172], [-1.09641, -0.11600, 1.96117], [-0.90204, 0.87722, 1.58704], [-0.15366, -0.33933, 2.43613], [-1.92400, -0.11184, 2.65350], [-1.34487, -0.80726, 1.17082], [-1.19538, 1.35694, -1.19540], [-1.79088, 2.23731, -1.38131], [-0.70110, 0.98444, -2.07924], [-0.44623, 1.64318, -0.47355], [-1.69834, 0.51071, -0.75361], [-3.55841, -1.84693, 3.46197], [-4.28776, -1.33554, 3.81234], [-2.95292, -1.19312, 3.11246], [-4.27157, 1.33717, -0.80716], [-3.33542, 1.40885, -0.99352], [-4.34659, 1.53772, 0.12579], [2.59327, -3.17003, -3.63040], [3.29220, -3.43753, -4.22720], [2.96652, -2.44085, -3.13520], [3.73590, -1.63393, -1.61898], [4.08820, -1.88443, -0.76495], [4.47948, -1.24706, -2.08122], [1.65803, 1.13662, 0.71356], [1.63286, 2.09349, 0.71081], [2.54181, 0.92066, 1.01112], [4.48833, 0.47730, 1.46777], [4.97017, -0.02602, 0.81147], [4.53935, -0.05374, 2.26252], [-5.04704, -1.20551, -1.74427], [-4.65276, -0.34631, -1.59410], [-5.03002, -1.63054, -0.88678], [0.75108, 2.34590, 3.88721], [0.65541, 1.51090, 4.34531], [1.66035, 2.35277, 3.58817], [1.08646, -1.76940, 0.63608], [0.89186, -1.98372, 1.54845], [1.48769, -2.56363, 0.28331], [-1.08796, -1.89577, -1.08615], [-1.51140, -2.60046, -0.59590], [-1.30794, -2.07377, -2.00057], [-0.52528, 4.37695, 2.40472], [-0.17086, 3.68061, 2.95764], [-1.29179, 3.98469, 1.98658], [1.63458, -4.08707, -0.82395], [1.20849, -4.92840, -0.66012], [1.76890, -4.06656, -1.77146], [-1.28874, -2.10780, -3.60795], [-0.91200, -2.98556, -3.66996], [-1.10948, -1.70900, -4.45945], [1.33756, -3.92898, 2.80721], [0.51773, -4.12198, 3.26202], [2.02023, -4.13010, 3.44733], [2.13948, 4.00830, -1.17892], [1.54169, 4.68246, -1.50201], [2.24218, 4.20486, -0.24777], [3.32307, 2.60729, 2.95914], [3.71344, 1.93309, 2.40299], [4.07124, 3.07221, 3.33373], [-0.67589, -0.01741, 4.85871], [-0.35717, -0.91985, 4.84281], [-0.84454, 0.19376, 3.94045], [1.46812, -0.23813, -1.67837], [2.30321, -0.68498, -1.53988], [1.55848, 0.17933, -2.53499], [-2.46722, 2.73852, 1.05307], [-2.13473, 1.89684, 1.36495], [-2.18006, 2.78701, 0.14125], [1.60419, 2.09421, -3.49320], [0.79939, 2.57128, -3.29088], [2.30414, 2.64434, -3.14154], [-2.30792, 0.63784, -3.83886], [-2.61870, -0.26738, -3.82403], [-1.66953, 0.68410, -3.12714], [-2.29537, -4.02400, 0.01721], [-2.81750, -4.66729, -0.46215], [-2.47486, -4.20827, 0.93920], [-0.42363, 3.67245, -2.91737], [-0.85083, 3.23212, -2.18263], [-1.02889, 4.37229, -3.16253]], "forces_ev_per_angstrom": [[0.352, -0.828, 0.038], [0.350, 0.126, -0.136], [0.480, 3.583, -1.206], [3.401, -1.348, 1.869], [-2.925, 0.272, 2.150], [-0.882, -2.794, -3.048], [0.328, -0.429, -0.470], [-2.363, 2.726, -0.623], [1.922, -0.841, -3.146], [3.120, 1.530, 2.473], [-2.807, -2.600, 1.237], [-0.299, -0.664, 0.110], [-0.163, 0.079, 0.118], [0.352, 0.296, -0.212], [-0.734, -0.187, -0.316], [0.346, -0.001, -0.101], [0.056, 0.166, 0.276], [-0.376, -0.332, -0.183], [0.081, -0.194, -0.220], [-0.040, 0.125, 0.336], [0.437, 0.067, 0.069], [-0.107, -0.378, 0.314], [0.310, 0.286, -0.236], [-0.210, -0.154, 0.097], [-0.467, 0.374, -0.102], [0.245, -0.462, -0.028], [-0.118, -0.011, -0.012], [0.155, 0.105, -0.269], [-0.014, -0.240, 0.384], [-0.212, -0.854, -0.477], [0.092, 0.752, 0.307], [0.037, -0.009, 0.186], [-0.162, 0.169, 0.103], [-0.440, -0.360, 0.346], [0.396, 0.209, -0.162], [0.575, 0.587, 0.491], [-0.239, 0.129, 0.533], [-0.175, -0.669, -0.867], [0.611, 0.583, 0.661], [-0.218, -0.207, 0.640], [0.011, 0.739, -0.509], [0.360, 0.809, -0.221], [0.170, -0.440, 0.402], [-0.445, -0.297, -0.257], [0.225, -0.041, 0.293], [-0.164, -0.138, 0.259], [0.202, 0.270, -0.610], [-0.121, -0.430, -0.598], [0.173, -0.335, -0.133], [0.060, 0.440, -0.205], [0.044, 0.164, -0.306], [-0.315, -0.035, 0.117], [0.207, -0.042, 0.158], [0.366, -0.256, -0.010], [-0.377, 0.079, -0.176], [0.028, 0.186, 0.286], [0.033, 0.080, -0.028], [0.224, -0.083, -0.270], [0.085, 0.263, 0.190], [0.348, 0.299, 1.231], [-0.032, -0.165, -0.089], [-0.197, -0.094, -0.441], [-0.459, -0.420, 0.138], [0.193, -0.231, 0.341], [-0.516, 1.017, -0.458], [-0.780, 0.821, 0.449], [0.315, -0.453, 0.216], [0.114, 0.017, -0.135], [0.923, -1.104, -0.470], [-0.531, 0.399, -0.029], [0.071, 0.164, 0.262], [-0.409, -0.033, -0.931], [-0.342, -0.158, 0.146], [0.218, 0.106, 0.307], [0.088, -0.346, 0.081], [-0.193, -0.070, -0.253], [-0.087, 0.170, 0.376], [0.131, 0.824, -0.122], [-0.205, -0.397, 0.375], [-0.110, 0.121, -0.303]], "mulliken_charge": [-1.6586, 4.2189, -0.8976, -0.7797, -0.5072, -0.9625, 1.9700, -0.3564, -0.7837, -0.1881, 0.0256, -0.7141, 0.2991, 0.3934, -0.7277, 0.7454, 0.3608, -0.5975, 0.2860, 0.3096, -0.5529, 0.1913, 0.2642, 0.1618, 0.0150, 0.0079, -0.6811, 0.2340, 0.3114, -0.6683, 0.3547, 0.2817, -0.6753, 0.3696, 0.3277, 0.1226, 0.0385, 0.0249, 0.1976, 0.1872, 0.0390, -0.6914, 0.3459, 0.4191, -0.6072, 0.2571, 0.2537, -0.5735, 0.2194, 0.2782, -0.5397, 0.2960, 0.2688, -0.5579, 0.2768, 0.2683, -0.6461, 0.3549, 0.2668, -0.7261, 0.3034, 0.2896, -0.2776, 0.1133, 0.1456, -0.8695, 0.3148, 0.7469, -0.6031, 0.3051, 0.2915, -0.7547, 0.2461, 0.0084, -0.5188, 0.2307, 0.2549, -0.8139, 0.1145, 0.3226], "multiplicity": 3, "energy_ha": -3320.74431, "s_squared": 2.00, "gap_ev": 8.083, "relative_energy_kj_mol": 6.2}

No. 4
{"formula": "B2H72NiO32", "method": "wB97M-V/def2-TZVPD", "symbols": ["Ni", "B", "H", "H", "H", "H", "B", "H", "H", "H", "H", "O", "H", "H", "O", "H", "H", "O", "H", "H", "O", "H", "H", "O", "H", "H", "O", "H", "H", "O", "H", "H", "O", "H", "H", "O", "H", "H", "O", "H", "H", "O", "H", "H", "O", "H", "H", "O", "H", "H", "O", "H", "H", "O", "H", "H", "O", "H", "H", "O", "H", "H", "O", "H", "H", "O", "H", "H", "O", "H", "H", "O", "H", "H", "O", "H", "H", "O", "H", "H", "O", "H", "H", "O", "H", "H", "O", "H", "H", "O", "H", "H", "O", "H", "H", "O", "H", "H", "O", "H", "H", "O", "H", "H", "O", "H", "H"], "xyz": [[8.43423, -14.69939, -6.32105], [8.12137, -12.92903, -7.70094], [9.17663, -13.07641, -7.53079], [7.63657, -12.71861, -6.76022], [7.88933, -12.14081, -8.40030], [7.81088, -13.88247, -8.09941], [9.75055, -13.57205, -4.80365], [9.94778, -13.67059, -5.85988], [10.66134, -13.25044, -4.32274], [8.94742, -12.86096, -4.68717], [9.48548, -14.51276, -4.34644], [9.07337, -16.55287, -5.28527], [8.96441, -17.46551, -5.55255], [9.91990, -16.53296, -4.83890], [9.83115, -10.76368, -8.63490], [10.40056, -11.19522, -9.27190], [9.22635, -11.44899, -8.35064], [10.15779, -9.95094, -2.58983], [10.73529, -9.51008, -1.96665], [10.65197, -9.96066, -3.40954], [14.41347, -15.18207, -6.91308], [15.14282, -15.12125, -7.52999], [13.65459, -14.87219, -7.40737], [6.88243, -12.72240, -2.85595], [7.79615, -12.81903, -2.58764], [6.50825, -12.11397, -2.21874], [6.98199, -15.95996, -7.51398], [6.16102, -16.43708, -7.63473], [7.23962, -15.69808, -8.39788], [11.98681, -13.09738, -0.84072], [11.68830, -13.80618, -0.27086], [11.20983, -12.84859, -1.34138], [8.42253, -11.03299, 0.42466], [8.44644, -11.34902, 1.32787], [8.40342, -11.82841, -0.10747], [9.89488, -13.88033, -10.08134], [10.16503, -13.09448, -10.55640], [9.03534, -13.66011, -9.72228], [11.50585, -8.63385, -6.02955], [11.36772, -7.84560, -6.55473], [12.43296, -8.84102, -6.14696], [5.82754, -16.23300, -3.10095], [6.32227, -15.81622, -2.39543], [5.22066, -16.82222, -2.65292], [9.68226, -17.30698, -2.71886], [9.15736, -16.52886, -2.90658], [10.51620, -17.14614, -3.16035], [9.20232, -19.22570, -5.48155], [8.94442, -20.10320, -5.19918], [10.11431, -19.14235, -5.20308], [12.75352, -14.52971, -8.92435], [12.68445, -15.38322, -9.35210], [12.70365, -13.89730, -9.64114], [9.88856, -15.48359, -7.71697], [10.41698, -15.07176, -8.40065], [9.81070, -16.39726, -7.99152], [11.42165, -11.84517, -6.64029], [10.67070, -12.42074, -6.49530], [11.07040, -10.96108, -6.53429], [11.81749, -18.90986, -4.39355], [12.14640, -18.03210, -4.58742], [12.60092, -19.45917, -4.36656], [7.92139, -10.49784, -5.43387], [8.11834, -11.00958, -6.21844], [7.77657, -11.15231, -4.75055], [12.74646, -10.44695, -8.79091], [12.78454, -11.02300, -9.55442], [12.07837, -10.83830, -8.22811], [10.06872, -18.00050, -8.14095], [10.31937, -18.67835, -8.76857], [9.54192, -18.46112, -7.48784], [6.96405, -14.61970, -4.84137], [6.55208, -15.45093, -4.60566], [6.79118, -14.04599, -4.09491], [11.59527, -15.91228, -3.88749], [11.24136, -15.02291, -3.88715], [12.27698, -15.89955, -3.21567], [7.77474, -8.04994, -4.22702], [8.12264, -8.18515, -3.34558], [7.93108, -8.88034, -4.67672], [12.37797, -11.37329, -3.80493], [12.30750, -11.76137, -4.67709], [12.36418, -12.12116, -3.20765], [4.34011, -12.89953, -4.67585], [5.04463, -13.13829, -4.07345], [3.91975, -12.14355, -4.26594], [13.06291, -8.65538, -2.82764], [12.98106, -9.49747, -3.27533], [13.31490, -8.88288, -1.93267], [15.26487, -11.47506, -4.39819], [14.51039, -11.32534, -3.82848], [15.84763, -12.03294, -3.88303], [6.15767, -8.57086, -6.49483], [5.66520, -8.11283, -5.81371], [6.83588, -9.05046, -6.01919], [7.52389, -15.51617, -0.88135], [7.09718, -16.36746, -0.97871], [8.33040, -15.70544, -0.40182], [9.55813, -12.45473, -2.29942], [9.66624, -11.50884, -2.20026], [9.55571, -12.59809, -3.24583], [4.79984, -13.16085, -7.43295], [4.28850, -13.74587, -6.87392], [5.55194, -12.91212, -6.89563], [6.32595, -9.89933, -2.19266], [5.68154, -9.52587, -2.79391], [6.55640, -9.17672, -1.60875]], "forces_ev_per_angstrom": [[0.316, -0.887, 0.259], [0.095, -0.098, 0.018], [3.754, 0.183, 0.268], [-1.985, 0.674, 3.485], [-1.154, 2.429, -2.414], [-1.630, -3.244, -1.834], [-0.109, -0.393, 0.372], [0.838, -0.812, -3.679], [3.402, 1.129, 1.179], [-2.729, 2.559, 0.517], [-1.143, -3.157, 1.792], [-0.624, 0.795, -0.695], [-0.475, -0.585, 0.037], [0.338, 0.342, 0.010], [0.353, 1.064, -0.413], [0.097, 0.051, -0.060], [-0.210, -0.300, 0.023], [-0.629, 0.342, 0.376], [0.214, 0.271, 0.105], [0.300, -0.012, -0.455], [0.354, -0.523, 0.690], [0.121, 0.105, -0.089], [-0.187, 0.342, -0.194], [-0.930, -0.466, -0.521], [0.952, 0.019, 0.359], [-0.240, 0.523, 0.108], [0.424, -0.409, 0.166], [-0.356, -0.009, 0.354], [0.094, 0.291, -0.358], [0.740, -0.066, 0.084], [-0.011, -0.133, 0.135], [-0.858, 0.157, -0.388], [-0.031, 0.273, -0.024], [0.011, -0.019, 0.251], [0.056, -0.255, -0.316], [0.503, -0.371, -0.355], [-0.027, 0.163, -0.204], [-0.465, 0.191, 0.376], [-0.153, -0.421, 0.267], [-0.183, 0.152, -0.165], [0.368, -0.024, -0.061], [-0.223, -0.369, -0.030], [0.293, 0.597, 0.016], [-0.316, -0.175, -0.112], [-0.565, -0.789, 0.905], [-0.196, 0.242, -0.057], [0.224, 0.175, 0.167], [-0.446, -0.136, -0.779], [-0.263, -0.114, 0.090], [0.902, -0.032, 0.470], [-0.257, -0.048, -0.093], [0.010, -0.314, -0.147], [-0.061, 0.282, -0.044], [-0.395, 0.643, 0.575], [0.144, 0.893, -0.270], [0.050, -0.760, -0.007], [1.059, 0.025, 0.331], [-0.197, -0.140, -0.047], [-0.353, 0.655, -0.003], [-0.246, -0.125, -0.001], [0.123, 0.550, -0.168], [0.153, -0.257, -0.014], [0.207, 0.238, 0.167], [0.030, -0.137, -0.416], [-0.184, -0.265, 0.386], [0.448, 0.352, -0.417], [0.178, -0.034, -0.153], [-0.293, -0.303, 0.477], [0.109, -0.386, -0.268], [0.102, -0.060, -0.279], [-0.256, -0.358, 0.552], [0.053, -0.230, -1.230], [-0.215, -0.529, 0.088], [0.351, 0.860, 0.488], [0.735, -0.589, -0.261], [-0.418, 0.794, -0.259], [0.334, 0.013, 0.201], [-0.322, 0.872, 0.369], [0.257, -0.131, 0.135], [0.432, -0.421, -0.041], [0.364, 0.488, 0.446], [-0.152, -0.165, -0.951], [-0.100, -0.218, 0.359], [-0.206, -0.215, -0.007], [0.233, 0.031, 0.239], [-0.133, 0.228, -0.006], [-0.141, 0.458, 0.171], [-0.060, -0.494, -0.300], [0.195, -0.025, 0.218], [0.314, 0.038, -0.176], [-0.462, 0.083, 0.047], [0.204, -0.132, 0.047], [-0.518, 0.133, -0.558], [0.072, 0.194, 0.132], [-0.028, -0.279, -0.072], [-0.297, 0.293, -0.120], [0.167, -0.495, 0.372], [0.335, -0.062, 0.019], [-0.396, -1.194, 1.677], [0.203, 1.256, -0.041], [0.276, -0.069, -0.619], [-0.121, -0.281, -0.809], [-0.095, 0.125, 0.331], [0.151, 0.141, 0.203], [-0.090, -0.474, 0.169], [-0.048, 0.168, -0.335], [0.143, 0.107, 0.240]], "mulliken_charge": [-0.7795, 4.3137, -0.9477, -1.8602, 0.1823, -0.8324, 9.6954, -0.9073, -1.0590, -2.4297, -1.2113, 0.1214, 0.0774, -0.2638, -0.7707, 0.1863, -0.0012, -0.6491, 0.2790, 0.1141, -0.6559, 0.2636, 0.4271, -0.5265, -0.1019, 0.1702, -0.4606, 0.2332, 0.1438, -0.6719, 0.2857, 0.3469, -0.5900, 0.2758, 0.2808, -0.6262, 0.2821, 0.2774, -0.5171, 0.2311, 0.2731, -0.5839, 0.2484, 0.2753, -0.7374, 0.2829, 0.5211, -0.6335, 0.2700, 0.3383, -0.5871, 0.2726, 0.2418, -0.1495, -0.1005, 0.3589, -0.8738, -0.5959, 0.2543, -0.6340, 0.3019, 0.2737, -0.4950, 0.0969, -0.0075, -0.6400, 0.2599, 0.3723, -0.5057, 0.2371, 0.2124, 0.3073, 0.0843, -0.3008, -0.4739, -0.0812, 0.2776, -0.6678, 0.2627, 0.5313, -0.4323, 0.2738, 0.1566, -0.5744, 0.2206, 0.2614, -0.6454, 0.2956, 0.3077, -0.5879, 0.3336, 0.2825, -0.6725, 0.3058, 0.2764, -0.5923, 0.2478, 0.2740, -0.6673, 0.7533, -0.3934, -0.6479, 0.3014, 0.1079, -0.5066, 0.2531, 0.2567], "multiplicity": 3, "energy_ha": -4008.69926, "s_squared": 2.00, "gap_ev": [9.245, 9.241], "relative_energy_kj_mol": 0.0}